No. 1
{
  "formula": "C4H30N2O11",
  "method": "ωB97M-V/def2-TZVPD",
  "elements": ["C", "C", "C", "O", "N", "C", "N", "H", "H", "H", "H", "H", "H", "H", "H", "H", "H", "H", "H", "O", "H", "H", "O", "H", "H", "O", "H", "H", "O", "H", "H", "O", "H", "H", "O", "H", "H", "O", "H", "H", "O", "H", "H", "O", "H", "H", "O"],
  "xyz": [[0.6394, -0.4170, -0.0317], [1.2412, -1.3647, -1.0615], [0.3858, -2.5390, -1.3850], [-0.7787, -2.4010, -1.7264], [0.7332, -0.8902, 1.3660], [-0.5583, -0.7452, 2.0731], [-1.7382, -1.4555, 1.5719], [-0.3548, -0.1791, -0.4146], [1.1248, 0.5579, -0.0704], [1.4081, -0.8795, -2.0311], [2.2623, -1.6193, -0.7835], [0.7595, -3.5648, -1.3632], [0.9737, -1.8679, 1.3353], [-0.3814, -1.1863, 3.0463], [-0.6973, 0.3339, 2.0404], [-2.3743, -0.8422, 1.0775], [-1.4205, -2.1470, 0.9031], [-0.8839, 3.4261, 0.6026], [-2.0106, 4.3093, 0.7654], [-1.1907, 4.0984, 1.2349], [1.0632, -3.7618, 2.6746], [-0.4465, -3.8284, 3.0855], [0.2079, -4.1663, 2.4597], [0.2808, 3.5042, -4.3166], [-0.1347, 2.0146, -4.3301], [0.1699, 2.7214, -3.7490], [-3.9258, 2.0216, -1.6541], [-3.5662, 0.7318, -0.8815], [-3.6567, 1.6931, -0.7857], [1.6012, 3.2691, 1.5621], [0.6657, 4.3811, 1.1192], [1.6060, 4.1492, 1.1677], [3.8081, -2.7744, 2.5662], [2.8094, -1.5944, 2.3420], [2.9586, -2.5503, 2.2487], [-0.8176, 3.0088, -2.1163], [-1.9902, 2.5274, -1.2157], [-1.0195, 2.6740, -1.2209], [2.3753, -3.7237, 0.7529], [1.4800, -4.9296, 0.8668], [2.2043, -4.5891, 0.3422], [-3.5905, -1.6552, -1.5369], [-2.1244, -1.2616, -1.2371], [-3.0143, -0.8910, -1.3447], [1.5186, 3.5788, -1.6773], [2.1917, 4.5639, -0.6678], [2.2068, 4.2599, -1.6027]],
  "atomic_forces_ev_per_a": [[0.226, 0.849, -0.467], [1.053, 0.348, 0.100], [-1.086, -0.446, -0.390], [0.412, 0.089, 0.407], [-0.991, -0.380, -0.999], [0.646, -0.254, -0.195], [0.356, 0.249, -0.497], [-0.432, -0.225, 0.596], [0.320, -0.027, -0.224], [-0.361, 0.332, 0.094], [0.011, -0.522, 0.273], [0.555, -0.012, 0.073], [-0.082, -0.417, 0.087], [0.181, 0.679, 0.568], [-0.523, -0.019, 0.743], [0.058, 0.001, -0.047], [-0.224, -0.281, 0.029], [0.186, -0.149, -0.037], [0.003, 0.420, 0.453], [-0.349, -0.359, -0.539], [-0.262, 0.025, 0.268], [0.229, -0.010, -0.125], [0.138, 0.128, -0.073], [0.046, -0.437, 0.266], [0.035, 0.092, 0.056], [-0.027, 0.476, -0.393], [-0.195, -0.291, 0.213], [0.172, -0.212, -0.227], [-0.102, 0.750, -0.147], [0.145, 0.135, -0.047], [-0.007, 0.246, 0.189], [-0.029, -0.127, 0.126], [1.439, -0.206, 0.562], [0.112, -0.265, -0.019], [-1.680, 0.495, -0.506], [0.152, -0.329, 0.393], [0.527, -0.293, 0.286], [-0.527, 0.252, -0.369], [0.223, -0.354, -0.092], [-0.376, -0.288, 0.141], [0.221, 0.518, -0.128], [0.483, 0.547, 0.151], [0.082, -0.100, -0.360], [-0.786, -0.474, 0.012], [0.343, 0.344, 0.266], [-0.167, -0.642, -0.663], [-0.152, 0.144, 0.194]],
  "nbo_charge": [-0.234, -0.542, 0.454, -0.593, -0.652, -0.054, -0.859, 0.196, 0.207, 0.258, 0.225, 0.169, 0.347, 0.171, 0.189, 0.372, 0.355, 0.494, 0.478, -0.969, 0.488, 0.489, -0.975, 0.488, 0.483, -0.957, 0.466, 0.511, -0.977, 0.471, 0.498, -0.971, 0.490, 0.508, -0.987, 0.499, 0.493, -1.015, 0.478, 0.482, -0.964, 0.487, 0.509, -0.993, 0.469, 0.499, -0.978],
  "smiles": "NCNCCC=O.O.O.O.O.O.O.O.O.O.O",
  "homo_ev": -9.47,
  "e_above_lowest_kcal_mol": 39.1,
  "charge": 0,
  "orbital_gap_ev": 9.56
}

No. 2
{
  "formula": "CH16NO5",
  "method": "ωB97M-V/def2-TZVPD",
  "elements": ["C", "N", "H", "H", "H", "H", "H", "H", "H", "H", "O", "H", "H", "O", "H", "H", "O", "H", "H", "O", "H", "H", "O"],
  "xyz": [[-0.0946, 2.8445, -1.9998], [0.3730, 1.4325, -1.8302], [0.5323, 3.3355, -2.7286], [-1.1603, 2.8068, -2.1956], [-0.0955, 3.3104, -1.0265], [0.2758, 0.8974, -2.6850], [-0.1670, 1.0092, -1.0626], [1.3692, 1.3714, -1.5690], [2.9139, 0.5527, 0.6905], [1.5411, 1.1507, 0.7970], [2.2843, 1.0781, 0.1771], [-2.2837, -1.5575, 2.2237], [-0.7873, -2.0524, 1.9287], [-1.4318, -1.3271, 1.8475], [-0.8171, -1.4995, -0.4629], [-1.7715, -1.1932, -1.5760], [-0.8330, -1.1125, -1.3577], [-0.8946, 1.7619, 1.3677], [-1.0237, 0.2698, 1.2293], [-0.6116, 1.0504, 0.7780], [1.2801, -3.4492, 2.2519], [0.2576, -4.3280, 1.6619], [0.4065, -3.3869, 1.8393]],
  "atomic_forces_ev_per_a": [[-0.331, -0.698, 0.611], [0.402, 0.609, -0.115], [-0.243, 0.306, -0.109], [0.020, 0.029, -0.847], [0.717, 0.279, 0.225], [-0.335, -0.248, -0.022], [0.059, -0.434, -0.041], [-0.256, 0.072, 0.336], [0.170, 0.161, -0.408], [-0.186, 0.040, -0.259], [-0.019, -0.221, 0.595], [0.127, -0.329, 0.118], [-0.268, -0.248, 0.308], [0.114, 0.552, -0.466], [0.192, 0.179, -0.322], [0.139, 0.019, -0.206], [-0.412, -0.217, 0.517], [0.137, 0.213, -0.236], [0.397, -0.098, -0.450], [-0.443, 0.018, 0.793], [-0.107, 0.537, 0.055], [-0.483, 0.260, -0.186], [0.608, -0.782, 0.110]],
  "nbo_charge": [-0.418, -0.697, 0.234, 0.227, 0.227, 0.429, 0.489, 0.463, 0.492, 0.494, -0.979, 0.500, 0.522, -1.011, 0.492, 0.481, -0.967, 0.488, 0.524, -1.014, 0.492, 0.494, -0.963],
  "homo_ev": -14.99,
  "e_above_lowest_kcal_mol": 9.5,
  "charge": 1,
  "orbital_gap_ev": 12.31
}

No. 3
{
  "formula": "C9H13N3",
  "method": "ωB97M-V/def2-TZVPD",
  "elements": ["C", "C", "C", "C", "C", "C", "C", "C", "C", "N", "N", "N", "H", "H", "H", "H", "H", "H", "H", "H", "H", "H", "H", "H", "H"],
  "xyz": [[-3.0902, -0.7170, -0.5209], [-2.7390, 0.6515, -0.0326], [-2.1342, -1.6570, -0.4674], [-0.2515, -1.8044, 1.0945], [0.7196, -0.9511, 1.4746], [-1.4758, 0.9383, 0.1847], [-0.9251, 2.2593, 0.6594], [2.4790, -0.9814, -1.0100], [2.0124, 0.2770, -0.2455], [-0.7500, -1.3366, -0.1818], [0.7700, 0.1434, 0.4857], [-0.4750, 0.0285, -0.1892], [-4.2083, -0.9083, -0.5447], [-3.5050, 1.3826, 0.2089], [-2.2804, -2.7892, -0.5107], [-0.5244, -2.6906, 1.5653], [1.5029, -1.0824, 2.1973], [-1.3957, 2.5552, 1.5830], [-1.0202, 2.9672, -0.1651], [0.1394, 1.9830, 0.9315], [1.7606, -1.4310, -1.7079], [3.3489, -0.6458, -1.4125], [2.8430, -1.6208, -0.2254], [2.9204, 0.4606, 0.4264], [1.9652, 0.9477, -1.0573]],
  "atomic_forces_ev_per_a": [[-0.926, 0.254, 1.415], [-1.105, -0.900, -0.493], [-0.234, -1.304, -0.018], [1.784, 2.322, -0.446], [-0.721, -0.066, -1.727], [0.953, 0.910, 0.747], [1.136, -1.378, 0.088], [-1.882, -0.434, 2.095], [0.940, -2.134, -0.404], [-1.906, -1.712, 0.666], [-0.101, -0.540, 2.166], [2.062, 1.064, -1.395], [1.739, -0.272, -0.518], [0.067, -0.212, -0.211], [0.011, 1.850, -0.205], [-0.632, -1.358, 0.393], [-0.110, 0.213, 0.290], [-0.440, 0.427, 0.036], [0.214, 0.276, 0.406], [-1.102, 1.105, -0.494], [0.341, 0.176, 0.324], [2.511, 0.659, -2.134], [-0.312, -1.245, 0.025], [-1.732, 0.453, -0.448], [-0.554, 1.846, -0.156]],
  "nbo_charge": [-0.258, -0.338, -0.022, -0.090, -0.104, 0.224, -0.679, -0.624, -0.202, -0.287, -0.315, -0.141, 0.228, 0.220, 0.211, 0.220, 0.221, 0.227, 0.228, 0.258, 0.222, 0.200, 0.195, 0.199, 0.208],
  "smiles": "CCN1C=CN2C=CC=C(C)N21",
  "homo_ev": -6.83,
  "e_above_lowest_kcal_mol": 94.0,
  "charge": 0,
  "orbital_gap_ev": 7.85
}

No. 4
{
  "formula": "C30H32BrN5OPPrS4",
  "method": "ωB97M-V/def2-TZVPD",
  "elements": ["Pr", "S", "C", "C", "C", "C", "C", "C", "S", "C", "C", "C", "C", "C", "C", "C", "S", "C", "C", "C", "C", "C", "C", "S", "N", "H", "H", "H", "H", "H", "H", "H", "H", "H", "H", "H", "H", "H", "H", "H", "O", "C", "C", "C", "N", "C", "Br", "C", "H", "H", "H", "H", "C", "N", "C", "N", "C", "N", "C", "P", "C", "C", "H", "H", "H", "H", "H", "H", "H", "H", "H", "H", "H", "H", "H"],
  "xyz": [[-1.2614, 1.1850, -1.4073], [-1.3176, 3.8259, -0.8067], [-3.0477, 3.9924, -0.5708], [-3.6461, 5.1918, -0.9785], [-5.0012, 5.4090, -0.8231], [-5.8087, 4.4394, -0.2374], [-5.2396, 3.2617, 0.2063], [-3.8723, 3.0372, 0.0456], [-3.2880, 1.4208, 0.5678], [-2.2086, 1.7263, 2.0300], [-0.7610, 2.1299, 1.8679], [-0.2387, 2.9626, 2.8482], [1.1056, 3.2811, 2.8197], [1.8801, 2.7872, 1.7865], [1.2893, 1.9849, 0.8178], [2.1977, 1.4899, -0.2817], [1.5290, 1.2519, -1.9781], [1.8746, -0.4951, -2.2279], [3.0348, -0.7616, -2.9569], [3.3755, -2.0569, -3.2948], [2.5393, -3.0977, -2.9095], [1.4065, -2.8395, -2.1613], [1.0397, -1.5366, -1.7890], [-0.3895, -1.3755, -0.7707], [-0.0054, 1.6359, 0.8719], [-3.0105, 5.9408, -1.4305], [-5.4321, 6.3430, -1.1575], [-6.8711, 4.6022, -0.1255], [-5.8471, 2.5029, 0.6822], [-2.2574, 0.7675, 2.5527], [-2.7330, 2.4681, 2.6291], [-0.8750, 3.3529, 3.6299], [1.5392, 3.9225, 3.5750], [2.9322, 3.0289, 1.7213], [2.6165, 0.5216, -0.0113], [3.0123, 2.2011, -0.4094], [3.6585, 0.0694, -3.2597], [4.2701, -2.2504, -3.8694], [2.7734, -4.1148, -3.1948], [0.7587, -3.6488, -1.8485], [-2.7631, -1.0947, -7.6047], [-2.4519, -0.7826, -6.3565], [-1.9197, -1.6799, -5.4240], [-1.6375, -1.2346, -4.1539], [-1.8480, 0.0263, -3.7426], [-2.3678, 0.8563, -4.6497], [-2.6814, 2.6234, -3.9789], [-2.6854, 0.5348, -5.9401], [-2.5839, -2.0176, -7.8213], [-1.7339, -2.7109, -5.6940], [-1.2346, -1.9101, -3.4095], [-3.1034, 1.2533, -6.6299], [2.7226, -2.1026, 4.7053], [3.4575, -2.5375, 3.4341], [2.9136, -3.9171, 3.0314], [1.5082, -3.8804, 2.8934], [0.8710, -3.4543, 4.1315], [1.3209, -2.1184, 4.5079], [0.8479, -1.0843, 3.5921], [1.4413, -1.2933, 1.8186], [3.2527, -1.5482, 2.3381], [1.0498, -3.1235, 1.7333], [3.0732, -1.1047, 4.9705], [3.0023, -2.8039, 5.4933], [4.4537, -2.6234, 3.6428], [3.2043, -4.6153, 3.8179], [3.3913, -4.1985, 2.0929], [1.1311, -4.1550, 4.9270], [-0.2098, -3.4506, 4.0035], [1.1747, -0.1047, 3.9527], [-0.2443, -1.0909, 3.5954], [3.6470, -0.5810, 2.6587], [3.8194, -1.8709, 1.4622], [1.4915, -3.5307, 0.8205], [-0.0304, -3.2314, 1.6303]],
  "atomic_forces_ev_per_a": [[-0.555, -0.092, -0.649], [0.273, 0.238, 0.007], [-0.116, 0.102, -0.015], [-0.010, -0.135, -0.026], [-0.024, -0.013, 0.030], [-0.012, 0.009, 0.012], [-0.050, -0.055, 0.005], [0.098, -0.183, -0.045], [0.161, 0.410, 0.420], [-0.231, -0.147, -0.359], [0.102, 0.008, 0.121], [0.020, -0.118, 0.060], [0.033, 0.002, -0.078], [-0.037, -0.021, 0.050], [-0.102, 0.017, 0.044], [-0.018, 0.139, -0.232], [0.336, -0.474, 0.428], [-0.052, 0.198, -0.141], [-0.070, 0.031, -0.034], [0.032, -0.008, -0.045], [0.052, 0.020, 0.019], [-0.030, 0.043, 0.059], [0.043, -0.090, 0.058], [-0.292, 0.082, -0.256], [0.061, 0.194, 0.027], [-0.046, 0.046, -0.014], [-0.016, 0.003, -0.009], [-0.005, 0.017, 0.038], [-0.024, -0.001, -0.024], [0.023, 0.048, 0.084], [0.018, -0.059, 0.062], [-0.058, -0.006, -0.023], [-0.013, 0.019, 0.006], [-0.008, 0.054, -0.058], [-0.017, -0.015, 0.001], [0.041, -0.045, 0.144], [0.010, -0.018, -0.071], [0.018, -0.002, -0.006], [0.006, -0.018, 0.019], [0.017, -0.043, -0.032], [-0.087, 0.103, -0.242], [0.122, 0.056, 0.565], [-0.046, 0.011, -0.196], [0.032, -0.159, 0.040], [-0.026, 0.208, -0.093], [-0.016, 0.086, 0.240], [0.086, -0.317, -0.105], [-0.067, 0.022, -0.284], [0.036, -0.047, 0.082], [0.018, -0.014, 0.038], [0.012, 0.032, 0.006], [-0.010, 0.029, 0.035], [-0.119, 0.090, 0.234], [0.125, -0.116, 0.111], [-0.047, -0.196, -0.068], [-0.131, -0.292, -0.047], [0.102, 0.088, -0.058], [-0.114, 0.007, 0.291], [0.028, 0.098, -0.330], [0.677, -0.391, 0.696], [-0.414, 0.312, -0.374], [-0.006, 0.335, -0.213], [0.060, -0.021, -0.100], [0.063, -0.041, -0.097], [-0.013, -0.006, -0.003], [0.057, 0.101, 0.034], [0.067, 0.073, 0.034], [-0.019, 0.014, -0.002], [0.013, -0.015, -0.003], [-0.072, -0.012, 0.018], [0.015, 0.041, 0.030], [0.073, -0.089, 0.075], [0.042, -0.070, 0.085], [-0.013, -0.030, 0.021], [0.013, -0.028, 0.002]],
  "lowdin_spin": [2.039, -0.013, -0.001, -0.001, 0.000, -0.001, 0.000, -0.001, -0.004, 0.000, 0.000, 0.000, 0.000, 0.000, 0.000, 0.000, -0.003, 0.000, 0.000, 0.000, 0.000, -0.001, 0.000, -0.008, -0.002, 0.000, 0.000, 0.000, 0.000, 0.000, 0.000, 0.000, 0.000, 0.000, 0.000, 0.000, 0.000, 0.000, 0.000, 0.000, 0.000, 0.000, 0.000, 0.000, -0.002, 0.000, -0.001, 0.000, 0.000, 0.000, 0.000, 0.000, 0.000, 0.000, 0.000, 0.000, 0.000, 0.000, 0.000, 0.000, 0.000, 0.000, 0.000, 0.000, 0.000, 0.000, 0.000, 0.000, 0.000, 0.000, 0.000, 0.000, 0.000, 0.000, 0.000],
  "homo_ev": [-12.08, -12.08],
  "e_above_lowest_kcal_mol": 4.3,
  "charge": 2,
  "orbital_gap_ev": [7.46, 7.54],
  "spin_multiplicity": 3
}